<w>
Entry from the OMol25 dataset: the molecule C6H9ClSi (ωB97M-V/def2-TZVPD).

Calculated values
Kohn-Sham gap (alpha / beta) ... 0.2919 / 0.2221 Ha
HOMO level (alpha / beta) ... -8.43 / -6.45 eV

Structure (ORCA input):
```
! RIJCOSX wB97M-V def2-TZVPD def2/J DEFGRID3
* xyz 0 1
C 1.9340 -0.6725 0.2515
C 1.0576 -0.7348 -0.8682
C 1.8263 -0.5968 1.5592
C -0.2411 -0.4046 -0.9177
C -0.9485 -0.6498 -2.2018
C -0.8017 1.5267 1.9312
Si -1.2467 0.5263 0.3294
Cl -3.2806 0.1896 0.2353
H 3.0153 -0.8259 0.0991
H 1.4479 -1.2671 -1.7883
H 2.5734 -0.1568 2.1311
H -0.2568 -1.1040 -2.9470
H -1.2440 0.3259 -2.7392
H -1.7735 -1.3456 -2.0103
H -1.2754 1.0751 2.8968
H 0.3526 1.5243 2.0617
H -1.1389 2.5900 1.9773
*
```

<x>
Entry from the OMol25 dataset: the molecule C6H9ClSi (ωB97M-V/def2-TZVPD).

Calculated values
Kohn-Sham gap ... 0.3233 Ha
HOMO level ... -8.50 eV
SMILES ... CC1=C(C)[Si@H](Cl)C=C1

Structure (ORCA input):
```
! RIJCOSX wB97M-V def2-TZVPD def2/J DEFGRID3
* xyz 0 1
C 1.8587 -0.8288 0.3818
C 0.5073 -0.1741 0.3419
C -0.2020 0.3303 -0.7116
C 0.1978 -0.0493 -2.1208
Si -1.8987 0.7979 -0.0210
Cl -2.9653 2.4266 -0.5589
C -1.1939 0.6783 1.7511
C 0.0043 0.0939 1.6580
H 1.7720 -1.6844 1.1128
H 2.4603 -0.1646 0.9636
H 2.3761 -0.9184 -0.5934
H -0.0613 -1.1261 -2.3258
H 1.2559 0.1030 -2.0808
H -0.1615 0.6161 -2.8512
H -2.8261 -0.2923 -0.0716
H -1.7357 0.5572 2.6331
H 0.6121 -0.3653 2.4930
*
```

Most stable of them? <x>.

<w>
Entry from the OMol25 dataset: a cluster of 2 separate species, C2H3ClF2S in total (ωB97M-V/def2-TZVPD).

Calculated values
Kohn-Sham gap ... 0.3728 Ha
HOMO level ... -9.59 eV
SMILES ... F[C@@]1(Cl)CS1.F

Structure (ORCA input):
```
! RIJCOSX wB97M-V def2-TZVPD def2/J DEFGRID3
* xyz 0 1
F 1.2714 -0.8353 -0.4044
C -0.0294 -0.6035 0.1896
Cl -0.7087 -2.1151 0.5950
C -0.1431 0.6278 1.0176
S -0.9825 0.7179 -0.5506
H -0.6212 0.3412 1.9226
H 0.6245 1.3113 1.1357
F -2.0022 -1.7502 -2.4731
H -2.2375 -2.6268 -2.1934
*
```

<x>
Entry from the OMol25 dataset: a cluster of 2 separate species, C2H3ClF2S in total (ωB97M-V/def2-TZVPD).

Calculated values
Kohn-Sham gap ... 0.3539 Ha
HOMO level ... -8.92 eV
SMILES ... FC(F)=CS.Cl

Structure (ORCA input):
```
! RIJCOSX wB97M-V def2-TZVPD def2/J DEFGRID3
* xyz 0 1
F -0.9684 1.4232 -0.5507
C -0.0024 0.5376 -0.3894
F -0.5274 -0.6884 -0.8489
C 1.2458 0.8452 -0.0128
S 2.5708 -0.2575 -0.0501
H 1.4896 1.7562 0.5516
H 1.9052 -1.4146 -0.0301
Cl -4.2392 -0.1748 0.0049
H -4.1008 0.3725 -1.1992
*
```

Most stable of them? <w>.

<w>
Entry from the OMol25 dataset: a cluster of 2 separate species, C3H9S2 in total (ωB97M-V/def2-TZVPD).

Calculated values
Kohn-Sham gap ... 0.2105 Ha
HOMO level ... -2.37 eV

Structure (ORCA input):
```
! RIJCOSX wB97M-V def2-TZVPD def2/J DEFGRID3
* xyz -1 1
C -1.7524 -0.3220 -1.0431
S -2.2874 0.3950 0.5692
H -0.7130 -0.1397 -1.3848
H -1.9210 -1.4022 -1.0313
H -2.4338 0.1371 -1.7874
C 1.2754 1.4414 -0.1551
S 2.0643 -0.1569 0.3930
C 0.7481 -1.1740 1.2563
H 0.7960 1.2553 -1.1384
H 2.1049 2.1834 -0.2429
H 0.6163 1.7611 0.5522
H 0.4517 -0.6401 2.0775
H -0.1312 -1.1485 0.5615
H 1.1821 -2.1899 1.3733
*
```

<x>
Entry from the OMol25 dataset: a cluster of 2 separate species, C3H9S2 in total (ωB97M-V/def2-TZVPD).

Calculated values
Kohn-Sham gap ... 0.2249 Ha
HOMO level ... -2.56 eV

Structure (ORCA input):
```
! RIJCOSX wB97M-V def2-TZVPD def2/J DEFGRID3
* xyz -1 1
C -1.0916 1.5498 -3.3112
S -0.3156 2.2087 -1.8199
H -0.9975 2.2946 -4.0335
H -2.1656 1.2534 -3.2358
H -0.7319 0.4754 -3.6541
C 0.9627 -1.7996 2.4661
C 0.5675 -0.4211 1.8482
S -0.2825 -0.7155 0.2486
H -0.0427 -2.2715 2.7263
H 1.5425 -2.4539 1.8041
H 1.4304 -1.6924 3.5384
H 1.4753 0.0616 1.5622
H 0.1533 0.1375 2.7619
H -0.5043 1.3729 -0.9014
*
```

Most stable of them? <w>.

<w>
Entry from the OMol25 dataset: the molecule CH2N2OS (ωB97M-V/def2-TZVPD).

Calculated values
Kohn-Sham gap (alpha / beta) ... 0.3172 / 0.3172 Ha
HOMO level (alpha / beta) ... -9.82 / -9.82 eV

Structure (ORCA input):
```
! RIJCOSX wB97M-V def2-TZVPD def2/J DEFGRID3
* xyz 0 1
C -1.1320 0.5648 0.0631
N 0.1072 1.1689 0.1562
N 0.9703 -1.0184 -0.1237
O -1.4904 -0.1894 -0.7968
S 1.4258 0.4342 -0.1923
H -1.5303 0.8200 1.0229
H 1.6495 -1.7801 -0.1294
*
```

<x>
Entry from the OMol25 dataset: the molecule CH2N2OS (ωB97M-V/def2-TZVPD).

Calculated values
Kohn-Sham gap ... 0.3317 Ha
HOMO level ... -8.52 eV
SMILES ... C1N=NOS1

Structure (ORCA input):
```
! RIJCOSX wB97M-V def2-TZVPD def2/J DEFGRID3
* xyz 0 1
C 0.7648 0.1848 -0.0140
N 0.1658 -1.0614 -0.0189
N -1.0061 -1.2437 0.0025
O -1.7677 0.1482 0.0230
S -0.7638 1.4520 0.0305
H 1.1743 0.2510 0.9624
H 1.4328 0.2690 -0.9855
*
```

Most stable of them? <w>.

<w>
Entry from the OMol25 dataset: the molecule C2H6ClN3 (ωB97M-V/def2-TZVPD).

Calculated values
Kohn-Sham gap ... 0.3884 Ha
HOMO level ... -9.78 eV
SMILES ... [H]/N=C(/CCl)NN

Structure (ORCA input):
```
! RIJCOSX wB97M-V def2-TZVPD def2/J DEFGRID3
* xyz 0 1
H 1.7529 -0.2259 1.0964
N 1.5408 -0.7231 0.2394
C 0.3653 -0.4384 -0.0413
C -0.2214 -1.2239 -1.2011
Cl -1.1040 -0.2662 -2.4511
N -0.5245 0.4056 0.6598
N 0.1306 1.5019 1.2910
H -0.8878 -1.9981 -0.8735
H 0.6050 -1.6933 -1.7634
H -1.2981 0.6784 0.0176
H -0.2601 1.6234 2.2355
H -0.0987 2.3596 0.7907
*
```

<x>
Entry from the OMol25 dataset: the molecule C2H6ClN3 (ωB97M-V/def2-TZVPD).

Calculated values
Kohn-Sham gap ... 0.3449 Ha
HOMO level ... -8.99 eV
SMILES ... [H]/N=C(/N)N(C)Cl

Structure (ORCA input):
```
! RIJCOSX wB97M-V def2-TZVPD def2/J DEFGRID3
* xyz 0 1
H -2.2263 2.0269 -0.0772
N -1.2454 2.2010 -0.2993
C -0.5666 1.1481 0.0541
N 0.8582 1.1535 -0.1158
N -1.0473 -0.0361 0.5157
C -0.0036 -1.3758 -0.0213
Cl -2.7418 -0.3584 0.1319
H 1.2541 2.0650 -0.2046
H 1.3321 0.6438 0.5315
H 0.6010 -1.5237 0.8347
H -0.6078 -2.2795 -0.0976
H 0.5697 -0.8989 -0.9188
*
```

Most stable of them? <w>.

<w>
Entry from the OMol25 dataset: a cluster of 2 separate species, C8H12O2 in total (ωB97M-V/def2-TZVPD).

Calculated values
Kohn-Sham gap (alpha / beta) ... 0.3424 / 0.2014 Ha
HOMO level (alpha / beta) ... -13.64 / -13.62 eV

Structure (ORCA input):
```
! RIJCOSX wB97M-V def2-TZVPD def2/J DEFGRID3
* xyz 1 2
C 2.1111 -1.6911 -0.2838
O 2.5721 -1.3041 1.0301
H 2.6490 -0.3462 0.9882
H 1.6905 -2.6824 -0.1206
H 2.8973 -1.7333 -1.0076
H 1.1715 -1.1470 -0.4780
C -0.4663 1.1329 -2.3630
C -0.9722 0.1809 1.6869
C -1.5493 -0.7671 0.8345
C -0.3703 1.3923 1.3124
C -1.5279 -0.4234 -0.5280
C -0.2741 1.6488 -0.0133
C -0.9116 0.7458 -0.9561
O -0.7929 -0.2028 2.9902
H -1.6364 -0.0823 3.4428
H -1.9526 -1.7174 1.1400
H 0.0628 2.0944 2.0172
H -1.9782 -1.1567 -1.1774
H 0.3578 2.4448 -0.3860
H 0.6136 1.2115 -2.4872
H -0.9794 2.0701 -2.5766
H -0.7146 0.3321 -3.0647
*
```

<x>
Entry from the OMol25 dataset: a cluster of 2 separate species, C8H12O2 in total (ωB97M-V/def2-TZVPD).

Calculated values
Kohn-Sham gap (alpha / beta) ... 0.3156 / 0.2036 Ha
HOMO level (alpha / beta) ... -13.03 / -13.03 eV

Structure (ORCA input):
```
! RIJCOSX wB97M-V def2-TZVPD def2/J DEFGRID3
* xyz 1 2
C 0.5902 -2.8872 -0.6249
C -0.0458 -0.4455 -0.3035
C -0.0276 -1.7836 0.1596
C -0.6364 0.6200 0.3589
C -0.9089 0.2346 1.6994
C -0.7543 -2.1023 1.3343
C -1.1755 -1.0749 2.1527
O -0.7928 1.1826 2.6367
H 0.5635 -0.1889 -1.1655
H -1.0344 1.4218 -0.2456
H 0.5764 -3.8285 -0.0782
H 1.6642 -2.7280 -0.7628
H -0.7877 -3.1216 1.6910
H -0.4672 0.7809 3.4518
H -1.5617 -1.3192 3.1302
H 0.1351 -2.9349 -1.6111
C 1.0100 2.9269 -1.7299
O 0.0334 3.7389 -2.3309
H -0.5383 3.2238 -2.9157
H 1.0478 2.9902 -0.6427
H 1.9855 3.3594 -2.0261
H 1.1245 1.9353 -2.1776
*
```

Most stable of them? <w>.

<w>
Entry from the OMol25 dataset: a cluster of 2 separate species, C3H6ClNO3 in total (ωB97M-V/def2-TZVPD).

Calculated values
Kohn-Sham gap (alpha / beta) ... 0.2375 / 0.2376 Ha
HOMO level (alpha / beta) ... -9.33 / -9.34 eV

Structure (ORCA input):
```
! RIJCOSX wB97M-V def2-TZVPD def2/J DEFGRID3
* xyz 0 1
C -0.8094 1.8355 -0.1213
C -0.7975 0.3333 -0.3465
C 0.0407 -0.4110 0.5969
N 0.2011 -1.8389 0.4073
O 0.8880 -2.4348 1.2056
O -0.4419 -2.3240 -0.4962
O 2.1016 -0.7599 -0.8981
Cl 0.7443 0.2386 1.9451
H -1.4698 2.3106 -0.8439
H -1.1629 2.0767 0.8816
H 0.1918 2.2393 -0.2456
H -1.8138 -0.0834 -0.2905
H -0.4472 0.0837 -1.3598
H 2.7752 -1.2658 -0.4346
*
```

<x>
Entry from the OMol25 dataset: a structure of composition C3H6ClNO3 (ωB97M-V/def2-TZVPD).

Calculated values
Kohn-Sham gap ... 0.3807 Ha
HOMO level ... -11.28 eV

Structure (ORCA input):
```
! RIJCOSX wB97M-V def2-TZVPD def2/J DEFGRID3
* xyz 0 1
C 0.8571 0.2043 0.1398
C -0.3458 -0.6292 0.6281
C -1.6834 -0.1704 -0.0445
N -2.1130 1.2157 0.2110
O -1.6623 1.7457 1.2184
O -2.9295 1.6921 -0.5647
O -1.2389 -0.1067 -1.8180
Cl -2.9596 -1.3507 0.1186
H 0.4254 1.2953 0.2187
H 1.7129 -0.0254 0.8002
H 1.0882 -0.0667 -0.9544
H -0.0929 -1.6797 0.3028
H -0.4796 -0.6878 1.6745
H -0.8204 -0.9611 -1.8617
*
```

Most stable of them? <x>.

<w>
Entry from the OMol25 dataset: a structure of composition H8LiO4 (ωB97M-V/def2-TZVPD).

Calculated values
Kohn-Sham gap ... 0.4699 Ha
HOMO level ... -16.15 eV

Structure (ORCA input):
```
! RIJCOSX wB97M-V def2-TZVPD def2/J DEFGRID3
* xyz 1 1
Li 16.4296 -1.3808 -8.5974
O 15.4147 0.4876 -8.7622
H 15.0434 0.8609 -7.9628
H 15.2296 1.1383 -9.4394
O 15.8514 -2.7136 -9.9685
H 16.4055 -2.9439 -10.7144
H 14.9655 -2.6787 -10.3294
O 18.3953 -0.8941 -8.4135
H 18.8087 -0.3138 -7.7743
H 19.0366 -0.9680 -9.1203
O 15.8259 -1.8211 -6.6681
H 15.5304 -2.7174 -6.8276
H 15.3258 -1.5360 -5.9033
*
```

<x>
Entry from the OMol25 dataset: a structure of composition H8LiO4 (ωB97M-V/def2-TZVPD).

Calculated values
Kohn-Sham gap ... 0.4676 Ha
HOMO level ... -16.17 eV

Structure (ORCA input):
```
! RIJCOSX wB97M-V def2-TZVPD def2/J DEFGRID3
* xyz 1 1
Li 0.0446 0.1357 -0.0315
O 0.2586 -1.0623 -1.6385
H 0.0886 -0.9683 -2.5415
H 0.8286 -1.7613 -1.5005
O -0.7904 -0.8283 1.4485
H -1.8414 -0.8733 1.4165
H -0.3864 -0.9683 2.2715
O -1.6024 1.4947 -0.4405
H -1.2554 2.2727 -0.1945
H -2.1784 1.4347 -1.3385
O 1.8246 0.4217 0.7315
H 2.5986 1.0287 1.0235
H 2.4106 -0.3263 0.7945
*
```

Most stable of them? <w>.